(1)
Computed, not measured: an isolated ion of composition C2H3N2OS and charge -1 at a distorted geometry, with wB97M-V/def2-TZVPD.

The value obtained for the LUMO energy is 3.946 eV. As for the total charge: -1. Its structure (SMILES) is [O-]N1C=CNS1. The calculation puts the relative energy (zero: lowest compared OMol25 entry of this formula, charge and spin) at 3.908 eV. The total energy is -17981.5730 eV.

```
9
Properties=species:S:1:pos:R:3:mulliken_charge:R:1
N 1.94 0.66 0.12 0.295
N 0.53 -1.61 0.00 -0.485
O 2.91 1.46 -0.15 -0.796
H 0.41 1.98 0.21 0.396
C 0.66 0.93 0.17 -0.176
S 2.18 -1.17 0.05 -0.144
H -1.17 -0.13 0.72 0.109
C -0.34 -0.01 0.05 -0.437
H 0.30 -1.92 -0.95 0.240
```


(2)
Computed, not measured: an isolated ion of composition C2H3N2OS and charge -1 at a distorted geometry, with wB97M-V/def2-TZVPD.

The value obtained for the LUMO energy (spin up / spin down) is 4.008 / 4.008 eV. As for the total charge: -1. Its structure (SMILES) is O=NC/C=N\[S-]. The calculation puts the relative energy (zero: lowest compared OMol25 entry of this formula, charge and spin) at 2.726 eV. The total energy is -17982.7552 eV.

```
9
Properties=species:S:1:pos:R:3:mulliken_charge:R:1
C -0.07 -0.21 -0.32 -0.436
O 1.07 -2.18 -0.42 -0.468
C -0.86 -0.06 0.93 -0.198
N -2.15 -0.13 1.04 -0.421
N -0.03 -1.62 -0.31 0.029
H -0.28 -0.27 1.76 0.406
S -2.99 -0.24 -0.39 -0.578
H -0.77 0.15 -1.14 0.331
H 0.78 0.34 -0.10 0.336
```


(3)
Computed, not measured: an isolated ion of composition C2H3N2OS and charge +1 at a distorted geometry, with wB97M-V/def2-TZVPD.

The value obtained for the LUMO energy (spin up / spin down) is -7.201 / -7.438 eV. As for the total charge: +1. The calculation puts the relative energy (zero: lowest compared OMol25 entry of this formula, charge and spin) at 7.525 eV. The total energy is -17969.9233 eV.

```
9
Properties=species:S:1:pos:R:3:mulliken_charge:R:1
O 1.70 1.32 -1.62 -0.509
S -0.79 -0.72 0.73 0.096
N 0.74 1.09 -0.90 0.940
N -0.22 1.76 -0.60 -0.505
C 0.72 -0.33 -0.34 -0.450
C -1.54 0.67 0.71 0.167
H 1.76 -0.50 0.05 0.414
H -2.31 1.36 0.80 0.477
H 0.63 -0.99 -1.25 0.371
```


(4)
Computed, not measured: the molecule C2H3N2P at a distorted geometry, with wB97M-V/def2-TZVPD.

The value obtained for the LUMO energy is -0.086 eV. Its structure (SMILES) is C1=C2NN[P@H]=12. The calculation puts the relative energy (zero: lowest compared OMol25 entry of this formula, charge and spin) at 5.044 eV. The total energy is -14385.4708 eV.

```
8
Properties=species:S:1:pos:R:3:mulliken_charge:R:1
H 1.44 0.94 0.80 0.251
N 0.40 0.45 -0.99 -0.195
C -0.33 -0.73 -0.89 0.354
H -1.41 -0.18 1.43 0.043
C -0.65 -1.88 -0.49 -0.505
H 0.18 1.32 -1.45 0.273
N 0.55 0.81 0.43 -0.380
P -0.18 -0.72 1.15 0.160
```


(5)
Computed, not measured: the molecule C2H3N2P at a distorted geometry, with wB97M-V/def2-TZVPD.

The value obtained for the LUMO energy (spin up / spin down) is -0.807 / -0.819 eV. The calculation puts the relative energy (zero: lowest compared OMol25 entry of this formula, charge and spin) at 4.029 eV. The total energy is -14386.4857 eV.

```
8
Properties=species:S:1:pos:R:3:mulliken_charge:R:1
C 0.98 -0.37 -0.06 0.215
C 2.08 0.25 -0.01 -0.458
P -2.30 0.33 -0.01 -0.038
N -1.26 -0.99 0.09 0.052
H -1.49 1.30 -0.60 0.031
H -1.79 -1.95 0.32 0.332
H 2.72 1.03 0.29 0.347
N 0.03 -1.28 -0.04 -0.480
```


(6)
Computed, not measured: the molecule C2H3N2P at a distorted geometry, with wB97M-V/def2-TZVPD.

The value obtained for the LUMO energy is -0.808 eV. Its structure (SMILES) is C1=NC=[PH]=N1. The calculation puts the relative energy (zero: lowest compared OMol25 entry of this formula, charge and spin) at 1.316 eV. The total energy is -14389.1989 eV.

```
8
Properties=species:S:1:pos:R:3:mulliken_charge:R:1
H -2.13 -0.68 -0.50 0.438
H 1.03 1.92 -0.50 0.347
P 0.89 -0.29 1.06 0.106
N -0.64 0.73 -0.74 -0.425
C 0.56 0.93 -0.24 -0.040
H 1.88 -1.07 0.56 0.082
C -1.19 -0.34 -0.32 -0.072
N -0.42 -1.18 0.66 -0.435
```


(7)
Computed, not measured: C2H3N2PS as an isolated structure at a distorted geometry, with wB97M-V/def2-TZVPD.

The value obtained for the LUMO energy (spin up / spin down) is -0.310 / -0.308 eV. The calculation puts the relative energy (zero: lowest compared OMol25 entry of this formula, charge and spin) at 2.765 eV. The total energy is -25223.0325 eV.

```
9
Properties=species:S:1:pos:R:3:mulliken_charge:R:1
C -0.43 0.12 -0.15 0.426
H 2.25 1.86 -0.02 0.388
C 1.59 1.03 -0.15 -0.119
N 0.81 -1.36 -0.29 -0.399
S 2.10 -0.57 -0.04 0.135
H -1.77 -1.75 -0.01 0.103
P -2.13 -0.34 -0.27 -0.202
H -2.71 -0.14 1.09 0.071
N 0.29 1.15 -0.16 -0.402
```


(8)
Computed, not measured: the molecule C2H3N3 at a distorted geometry, with wB97M-V/def2-TZVPD.

The value obtained for the LUMO energy is 1.234 eV. Its structure (SMILES) is c1cn[nH]n1. The calculation puts the relative energy (zero: lowest compared OMol25 entry of this formula, charge and spin) at 1.145 eV. The total energy is -6591.4305 eV.

```
8
Properties=species:S:1:pos:R:3:mulliken_charge:R:1
H -1.35 -1.29 -0.76 0.330
N 0.55 1.05 0.34 -0.523
N 1.18 -0.07 0.06 0.371
N 0.44 -1.11 -0.20 -0.496
C -0.73 0.73 0.25 -0.147
H 2.18 -0.15 -0.07 0.243
C -0.80 -0.64 -0.12 -0.167
H -1.47 1.48 0.50 0.388
```


(9)
Computed, not measured: the molecule C2H3N3, with wB97M-V/def2-TZVPD.

The value obtained for the LUMO energy is 1.031 eV. The calculation puts the relative energy (zero: lowest compared OMol25 entry of this formula, charge and spin) at 1.217 eV. The total energy is -6591.3586 eV.

```
8
Properties=species:S:1:pos:R:3:mulliken_charge:R:1
N 0.55 1.10 0.06 -0.552
N -0.81 0.91 0.11 0.178
N -0.05 -1.01 0.04 -0.094
H 2.06 -0.35 0.00 0.393
C 1.00 -0.11 0.00 -0.097
H -0.08 -1.93 -0.37 0.268
H -1.41 1.72 0.05 0.199
C -1.26 -0.35 0.09 -0.294
```


(10)
Computed, not measured: the molecule C2H3N3, with wB97M-V/def2-TZVPD.

The value obtained for the LUMO energy is 0.857 eV. Its structure (SMILES) is [H]/N=C/N1C=N1. The calculation puts the relative energy (zero: lowest compared OMol25 entry of this formula, charge and spin) at 3.380 eV. The total energy is -6589.1958 eV.

```
8
Properties=species:S:1:pos:R:3:mulliken_charge:R:1
N 0.39 1.27 -0.19 -0.556
N 0.11 -1.05 -0.02 -0.361
C 0.87 0.15 0.12 0.088
N -1.16 -1.05 0.96 -0.354
H -1.94 -0.49 -1.03 0.310
H 1.89 -0.06 0.47 0.354
C -1.25 -0.77 -0.24 0.272
H 1.09 2.01 -0.07 0.248
```


(11)
Computed, not measured: the molecule C2H3N3O at a distorted geometry, with wB97M-V/def2-TZVPD.

The value obtained for the LUMO energy is 0.601 eV. Its structure (SMILES) is Nc1cnno1. The calculation puts the relative energy (zero: lowest compared OMol25 entry of this formula, charge and spin) at 3.344 eV. The total energy is -8637.1505 eV.

```
9
Properties=species:S:1:pos:R:3:mulliken_charge:R:1
H -0.46 -1.81 0.22 0.295
C 0.07 -0.96 -0.24 -0.420
C -0.07 0.26 -0.02 0.587
H -0.09 1.65 1.42 0.247
O 0.58 0.91 -1.05 -0.106
H -0.81 0.25 2.02 0.255
N -0.57 0.86 1.13 -0.548
N 0.86 -0.02 -1.90 -0.030
N 0.49 -1.12 -1.59 -0.279
```


(12)
Computed, not measured: a 2-piece molecular cluster, C2H3N3O overall at a distorted geometry, with wB97M-V/def2-TZVPD.

The value obtained for the LUMO energy (spin up / spin down) is 0.128 / 0.129 eV. The calculation puts the relative energy (zero: lowest compared OMol25 entry of this formula, charge and spin) at 4.592 eV. The total energy is -8635.9024 eV.

```
9
Properties=species:S:1:pos:R:3:mulliken_charge:R:1
H -2.33 -1.16 -0.45 0.269
N 0.22 0.87 0.47 0.188
N -1.00 1.00 0.19 -0.576
C -1.29 -1.42 -0.42 0.186
N -0.19 -1.77 -0.42 -0.453
H 2.43 0.61 -0.75 0.307
C 1.16 0.07 0.56 0.249
O 2.37 0.04 0.04 -0.381
H -1.38 1.76 0.77 0.211
```


(13)
Computed, not measured: a 2-piece molecular cluster, C2H3N3O overall at a distorted geometry, with wB97M-V/def2-TZVPD.

The value obtained for the LUMO energy is 0.626 eV. Its structure (SMILES) is N=C=N.N=C=O. The calculation puts the relative energy (zero: lowest compared OMol25 entry of this formula, charge and spin) at 1.384 eV. The total energy is -8639.1104 eV.

```
9
Properties=species:S:1:pos:R:3:mulliken_charge:R:1
C -1.44 0.10 -0.15 0.472
N 1.96 -0.47 0.81 -0.488
H -1.97 2.14 0.32 0.305
O 1.95 0.95 -1.04 -0.408
H 1.32 -1.22 1.05 0.318
H -0.93 -1.85 -0.56 0.201
N -1.96 1.15 0.14 -0.397
N -0.72 -0.90 -0.32 -0.573
C 1.79 0.10 -0.25 0.571
```


(14)
Computed, not measured: the molecule C2H3N3O, with wB97M-V/def2-TZVPD.

The value obtained for the LUMO energy is 0.901 eV. Its structure (SMILES) is Oc1nc[nH]n1. The calculation puts the relative energy (zero: lowest compared OMol25 entry of this formula, charge and spin) at 0.295 eV. The total energy is -8640.1998 eV.

```
9
Properties=species:S:1:pos:R:3:mulliken_charge:R:1
C 0.93 0.19 0.77 -0.071
C -0.59 0.16 -0.65 0.613
N 0.39 0.96 -0.16 -0.557
N 0.30 -0.99 0.81 0.225
N -0.70 -1.03 -0.11 -0.689
O -1.41 0.57 -1.63 -0.480
H -1.13 1.46 -1.87 0.356
H 0.46 -1.78 1.41 0.209
H 1.75 0.46 1.43 0.395
```


(15)
Computed, not measured: the molecule C2H3N3O at a distorted geometry, with wB97M-V/def2-TZVPD.

The value obtained for the LUMO energy is 0.774 eV. Its structure (SMILES) is O=c1[nH]cn[nH]1. The calculation puts the relative energy (zero: lowest compared OMol25 entry of this formula, charge and spin) at 1.952 eV. The total energy is -8638.5428 eV.

```
9
Properties=species:S:1:pos:R:3:mulliken_charge:R:1
N 0.09 1.34 -0.70 -0.371
O 0.67 -2.07 -0.41 -0.613
N -0.47 -0.42 0.86 -0.300
H -0.69 -1.15 1.59 0.274
H -1.18 1.94 0.96 0.352
C 0.23 -0.97 -0.16 0.391
N 0.49 0.06 -1.11 -0.092
C -0.58 1.24 0.36 0.095
H 1.49 -0.01 -1.30 0.264
```


(16)
Computed, not measured: the molecule C2H3N3O, with wB97M-V/def2-TZVPD.

The value obtained for the LUMO energy is 0.830 eV. Its structure (SMILES) is O=c1cn[nH][nH]1. The calculation puts the relative energy (zero: lowest compared OMol25 entry of this formula, charge and spin) at 3.593 eV. The total energy is -8636.9011 eV.

```
9
Properties=species:S:1:pos:R:3:mulliken_charge:R:1
O -2.07 -0.30 -0.20 -0.693
N 1.19 -0.56 0.11 0.067
H -1.23 -1.46 0.05 0.587
H -0.16 2.23 -0.48 0.406
C 0.04 1.20 -0.24 -0.418
C -0.86 0.10 -0.06 0.500
H 1.93 -1.02 0.63 0.257
N 1.27 0.75 -0.09 -0.431
N -0.10 -0.94 0.27 -0.274
```


(17)
Computed, not measured: the molecule C2H3N3O, with wB97M-V/def2-TZVPD.

The value obtained for the LUMO energy is 0.881 eV. Its structure (SMILES) is Oc1nc[nH]n1. The calculation puts the relative energy (zero: lowest compared OMol25 entry of this formula, charge and spin) at 0.476 eV. The total energy is -8640.0183 eV.

```
9
Properties=species:S:1:pos:R:3:mulliken_charge:R:1
H 1.51 -1.62 0.89 0.396
N -0.76 0.66 0.47 -0.647
C 0.84 -0.86 0.50 0.015
C -0.17 0.50 -0.70 0.441
H -0.31 -0.33 2.21 0.215
O -0.46 1.23 -1.79 -0.494
H -1.37 1.09 -2.07 0.348
N -0.09 -0.24 1.23 0.220
N 0.82 -0.43 -0.74 -0.494
```


(18)
Computed, not measured: C2H3N3O as an isolated structure, with wB97M-V/def2-TZVPD.

The value obtained for the LUMO energy is -0.398 eV. The calculation puts the relative energy (zero: lowest compared OMol25 entry of this formula, charge and spin) at 5.901 eV. The total energy is -8634.5940 eV.

```
9
Properties=species:S:1:pos:R:3:mulliken_charge:R:1
H -1.54 0.93 0.52 0.270
O 2.63 -0.38 0.16 -0.331
C 0.32 -0.02 0.01 0.775
H -1.93 -0.81 0.63 0.291
N 2.35 0.59 -0.50 0.125
N 0.12 -1.00 0.71 -0.322
H -1.58 -0.13 -0.98 0.268
N 0.99 0.88 -0.64 -0.448
C -1.36 -0.06 0.09 -0.627
```


(19)
Computed, not measured: the molecule C2H3N3O, with wB97M-V/def2-TZVPD.

The value obtained for the LUMO energy is 0.831 eV. The calculation puts the relative energy (zero: lowest compared OMol25 entry of this formula, charge and spin) at 1.434 eV. The total energy is -8639.0607 eV.

```
9
Properties=species:S:1:pos:R:3:mulliken_charge:R:1
H 0.27 -0.23 -1.91 0.279
O 2.12 -0.60 0.01 -0.573
N -1.16 0.26 -0.48 -0.123
C -1.18 0.15 0.88 -0.240
C 0.96 -0.27 0.05 0.303
N 0.09 -0.22 1.16 0.024
H 0.44 -0.34 2.09 0.191
H -1.68 1.06 -0.81 0.285
N 0.15 0.17 -0.99 -0.147
```


(20)
Computed, not measured: the molecule C2H3N3O at a distorted geometry, with wB97M-V/def2-TZVPD.

The value obtained for the LUMO energy is -0.278 eV. The calculation puts the relative energy (zero: lowest compared OMol25 entry of this formula, charge and spin) at 5.632 eV. The total energy is -8634.8629 eV.

```
9
Properties=species:S:1:pos:R:3:mulliken_charge:R:1
H 2.36 -0.29 -0.28 0.427
C -0.73 -0.65 0.02 -0.082
H -1.40 -1.51 0.05 0.396
N -1.11 0.55 0.36 0.205
H -2.01 0.86 0.71 0.227
N 0.51 -0.47 -0.55 0.055
O 1.72 -0.94 0.11 -0.380
N -0.17 1.53 0.11 -0.576
C 0.82 0.93 -0.52 -0.272
```